(1)
{"formula": "C4H7NO", "method": "wB97M-V/def2-TZVPD", "symbols": ["N", "H", "C", "H", "C", "H", "O", "H", "C", "H", "H", "H", "C"], "coordinates": [[-1.665969, 0.593389, -0.989896], [-2.220842, -1.413214, -0.426116], [0.658092, 0.516012, 0.141540], [-1.800710, -0.259569, 0.941147], [-1.671174, -0.533557, -0.101267], [2.705588, -0.186625, -0.023027], [0.487802, 1.696365, 0.381779], [-0.443450, -0.158327, -1.778728], [1.856340, -0.259462, 0.663468], [2.203138, 0.114680, 1.628477], [1.639431, -1.322935, 0.757329], [-1.470231, 1.476295, -0.534532], [-0.360385, -0.226489, -0.700103]], "atomic_forces_ev_per_a": [[-0.2, 0.6, 0.6], [0.0, 0.2, 0.1], [0.0, 0.3, -0.2], [0.2, -0.3, 0.1], [-0.5, 0.0, 0.2], [-0.2, 0.2, -0.1], [0.2, -0.6, 0.1], [2.1, -1.9, -0.6], [0.0, -0.1, 0.0], [-0.2, 0.2, -0.1], [-0.2, 0.0, 0.0], [-0.5, 0.2, 0.6], [-0.7, 1.3, -0.6]], "e_above_lowest_kcal_mol": 75.93, "smiles": "CC(=O)[C@H]1CN1", "lumo_energy_ev": 1.0069, "homo_ev": -9.89, "total_charge": 0, "orbital_gap_ha": 0.401}

=====

(2)
{"formula": "C4H8N4", "method": "wB97M-V/def2-TZVPD", "symbols": ["H", "H", "N", "C", "C", "H", "N", "H", "C", "N", "H", "N", "H", "C", "H", "H"], "coordinates": [[0.866144, -2.566669, 2.149689], [0.065903, 2.576835, -1.111780], [0.955858, -3.090780, 1.146245], [-0.092936, 1.600576, -0.761448], [0.649769, -2.560346, -0.004862], [1.048961, 2.431453, 0.737309], [-0.036655, -1.172415, 0.054401], [-1.165132, 0.689811, -2.433273], [-0.762985, 1.669838, 0.717337], [-0.537717, -0.788004, -1.280883], [0.780758, -3.159055, -1.134550], [0.586291, 1.396191, 0.579531], [0.554453, -0.403304, 0.280935], [-0.563389, 0.432011, -1.609226], [-1.201794, 0.464657, 0.962463], [-1.147528, 2.479199, 1.708112]], "atomic_forces_ev_per_a": [[-0.3, -0.9, -3.8], [0.1, 0.8, -1.2], [0.1, 1.1, -0.8], [-2.1, -0.4, 3.2], [-0.7, 0.7, 2.1], [-0.6, -3.5, -0.4], [0.1, -2.3, -4.1], [-0.3, 0.2, -1.4], [-3.4, -3.2, 2.9], [0.0, -1.5, 1.2], [-0.5, 2.0, 3.6], [3.9, 4.1, -0.4], [1.4, 0.1, 1.2], [0.9, 0.9, 2.5], [0.3, 4.0, -0.7], [1.0, -2.0, -4.0]], "e_above_lowest_kcal_mol": 166.35, "smiles": "[H]/N=C\\N/N=C\\[C@H]1CN1", "lumo_energy_ev": 0.5730, "homo_ev": -8.76, "total_charge": 0, "orbital_gap_ha": 0.343}